Entry 1:
This record from OMol25 describes a gas-phase ion, C2H2IN4 (charge +1). The level of theory is the ωB97M-V functional and the def2-TZVPD basis.

- total charge = +1
- frontier orbital gap (spin up / spin down) (eV) = 7.783 / 7.784
- energy above the lowest of the compared OMol25 structures with the same formula, charge and spin (kJ/mol) = 207.3
- multiplicity = 1
- HOMO energy (spin up / spin down) (eV) = -13.50 / -13.51

```
9
Properties=species:S:1:pos:R:3:nbo_charge:R:1
C -1.79727 -0.33386 0.20908 0.042
C 1.38825 -0.07792 -0.08334 -0.151
N -0.28486 1.62010 0.14558 0.273
N -0.74568 -0.89309 0.17660 -0.069
N 0.44872 -1.02988 0.40305 -0.236
N 0.72187 1.14597 0.02997 0.091
I -3.71346 -0.12967 -0.29145 0.487
H 1.69602 -0.19473 -1.13894 0.270
H 2.28641 -0.10692 0.54947 0.293
```

Entry 2:
This record from OMol25 describes a single C2H2INO molecule. The level of theory is the ωB97M-V functional and the def2-TZVPD basis.

- total charge = 0
- frontier orbital gap (eV) = 7.912
- energy above the lowest of the compared OMol25 structures with the same formula, charge and spin (kJ/mol) = 395.0
- multiplicity = 1
- HOMO energy (eV) = -8.56

```
7
Properties=species:S:1:pos:R:3:nbo_charge:R:1
C -0.21267 0.29498 0.19039 0.404
C 0.98293 0.32457 0.65527 -0.652
N -1.38530 0.26610 -0.02625 -0.602
O 3.38054 0.32101 2.53963 -0.994
I 1.56282 0.28139 2.73745 1.186
H 1.81380 0.37992 0.07431 0.257
H -1.99647 -0.52741 -0.02781 0.400
```